Computed, not measured: the molecule C3H5Cl in a non-equilibrium geometry, with ωB97M-V/def2-TZVPD.

Output
Energy above the lowest of the compared OMol25 structures with the same formula, charge and spin in eV: 0.817
SMILES string: C=C(C)Cl
Max |F| in eV/A: 4.92
Frontier orbital gap in eV: 10.70
Highest occupied orbital energy in eV: -9.674

The geometry in ORCA input format:
```
! wB97M-V def2-TZVPD RIJCOSX def2/J DEFGRID3
* xyz 0 1
C 0.1377 1.3770 0.1294
C 0.6114 0.1807 -0.0213
C -0.5246 -1.1074 -0.0246
Cl 2.2396 -0.3259 -0.0914
H 0.6627 2.2858 0.1683
H -0.9733 1.6203 0.1058
H -1.0689 -1.3958 0.8931
H -1.2238 -0.7485 -0.8086
H 0.1392 -1.8862 -0.3509
*
```

Here are the Mulliken charges for atoms 1 to 6, given in e:
1. C -0.7151
2. C 0.4285
3. C -0.9145
4. Cl -0.1859
5. H 0.3308
6. H 0.1978

=====

Computed, not measured: the ion C3H5Cl2N2 with charge +1 in a non-equilibrium geometry, with ωB97M-V/def2-TZVPD.

Output
Energy above the lowest of the compared OMol25 structures with the same formula, charge and spin in eV: 0.000
Max |F| in eV/A: 5.79
Frontier orbital gap (alpha / beta) in eV: 6.86 / 9.60
⟨S²⟩: 2.013
Highest occupied orbital energy (alpha / beta) in eV: -11.031 / -15.816

The geometry in ORCA input format:
```
! wB97M-V def2-TZVPD RIJCOSX def2/J DEFGRID3
* xyz 1 3
C 0.7238 0.8872 0.3809
C -0.4088 -0.2880 -1.5185
C -0.4471 -0.9043 1.3499
N 0.1531 0.7868 -0.8595
N 0.5805 -0.1079 1.2404
Cl -1.2142 -0.0265 -3.0251
Cl -1.9059 -0.5764 0.5668
H 1.2691 1.7078 0.5823
H -0.1904 -1.1947 -1.1127
H -0.1737 -1.8050 1.8072
H 0.1973 1.7309 -1.2351
H 1.4164 -0.2098 1.8235
*
```

Here are the Mulliken charges for atoms 1 to 6, given in e:
1. C -0.0334
2. C -0.3850
3. C -0.2619
4. N -0.1712
5. N -0.1570
6. Cl -0.0678

=====

Computed, not measured: the molecule C3H5Cl2N3 in a non-equilibrium geometry, with ωB97M-V/def2-TZVPD.

Output
Energy above the lowest of the compared OMol25 structures with the same formula, charge and spin in eV: 4.099
Max |F| in eV/A: 3.35
Frontier orbital gap (alpha / beta) in eV: 8.00 / 7.13
Highest occupied orbital energy (alpha / beta) in eV: -8.139 / -7.847

The geometry in ORCA input format:
```
! wB97M-V def2-TZVPD RIJCOSX def2/J DEFGRID3
* xyz 0 1
C 0.9479 0.1957 -0.6774
C 0.7454 -1.1363 -0.5504
C -0.0698 1.2646 -0.3285
N -1.0681 0.9535 0.7043
N -0.5327 -1.3550 -0.1946
N -0.8289 -0.0304 1.4986
Cl -1.1695 -2.9642 -0.0722
Cl 0.7272 -0.1320 2.0785
H 1.9198 0.6833 -0.6811
H 1.4292 -1.9277 -0.9037
H 0.5455 2.0182 -0.0337
H -0.6470 1.6526 -1.2163
H -1.9989 0.7778 0.3764
*
```

Here are the Mulliken charges for atoms 1 to 6, given in e:
1. C -0.5076
2. C -0.1254
3. C -0.3650
4. N 0.0227
5. N -0.2767
6. N -0.2069

=====

Computed, not measured: a cluster of 2 separate species, C3H5Cl2NO2 in total in a non-equilibrium geometry, with ωB97M-V/def2-TZVPD.

Output
Energy above the lowest of the compared OMol25 structures with the same formula, charge and spin in eV: 7.524
Max |F| in eV/A: 4.15
Frontier orbital gap in eV: 8.22
Highest occupied orbital energy in eV: -8.995

The geometry in ORCA input format:
```
! wB97M-V def2-TZVPD RIJCOSX def2/J DEFGRID3
* xyz 0 1
C -0.8816 -1.5872 -0.1262
C -0.2904 -0.7349 -0.7564
C 1.2043 0.9262 -0.3010
N -2.9730 -0.0911 0.5564
O 0.4188 0.1530 -1.2509
O -3.1449 0.1009 1.7379
Cl -2.3927 1.4773 -0.5717
Cl -4.4941 -0.6920 -0.5498
H -2.0145 -1.0289 0.2137
H -0.9613 -2.6388 0.2822
H 1.9544 1.3982 -0.7945
H 1.7354 0.1798 0.3417
H 0.4739 1.5875 0.2781
*
```

Here are the Mulliken charges for atoms 1 to 6, given in e:
1. C -0.4373
2. C 0.3339
3. C -0.6071
4. N 0.0658
5. O -0.3025
6. O -0.3471